No. 1
C25H20N7O5S2Ti | the ωB97M-V functional and the def2-TZVPD basis

Output
⟨S²⟩ = 0.793
highest occupied orbital energy (alpha / beta) = 0.016 / -1.752 eV
2S+1 = 2
net charge = -2
Kohn-Sham gap (alpha / beta) = 4.308 / 6.075 eV
ΔE to the lowest compared entry with this formula, charge and spin = 31.4 kcal per mole

Atoms and positions in Å:
Ti (-0.6951, 0.7637, 0.2943)
C (2.6729, 0.4934, 3.5664)
C (1.7391, 1.1233, 2.5697)
N (0.6454, 0.4970, 2.1588)
N (0.3760, -0.7159, 2.6774)
C (-0.7981, -1.1199, 2.2573)
O (-1.5535, -0.3504, 1.5072)
C (-1.2887, -2.4458, 2.6199)
C (-2.5703, -2.8407, 2.2086)
C (-3.0577, -4.0974, 2.5195)
C (-2.2804, -4.9954, 3.2433)
C (-1.0024, -4.6165, 3.6435)
C (-0.5101, -3.3607, 3.3402)
C (1.9632, 2.4190, 2.0258)
C (3.0588, 3.2386, 2.3915)
C (3.1588, 4.5067, 1.8728)
C (2.1767, 4.9626, 0.9893)
C (1.1517, 4.0858, 0.6557)
N (1.0346, 2.8604, 1.1332)
H (2.1107, -0.2199, 4.1658)
H (3.1265, 1.2370, 4.2228)
H (3.4693, -0.0558, 3.0533)
H (-3.1587, -2.1374, 1.6342)
H (-4.0496, -4.3892, 2.1931)
H (-2.6614, -5.9806, 3.4861)
H (-0.3853, -5.3192, 4.1927)
H (0.4877, -3.0702, 3.6412)
H (3.8150, 2.8630, 3.0680)
H (3.9871, 5.1504, 2.1498)
H (2.2194, 5.9516, 0.5526)
H (0.3872, 4.3921, -0.0501)
S (-0.3413, 2.3641, -1.6517)
C (-1.7864, 3.3147, -1.5117)
C (-2.1448, 4.0715, -2.6626)
N (-2.4037, 4.6714, -3.6144)
C (-2.5748, 3.3752, -0.3946)
S (-2.2415, 2.5239, 1.0928)
C (-3.7455, 4.1814, -0.3901)
N (-4.7065, 4.8200, -0.3565)
C (-1.3210, -1.0906, -5.2998)
C (-0.2143, -1.3236, -4.3334)
N (-0.1867, -0.9072, -3.0971)
C (1.0007, -1.3068, -2.5745)
C (1.7161, -2.0122, -3.5261)
N (0.9200, -2.0082, -4.6388)
C (3.0103, -2.6957, -3.5636)
O (3.7375, -2.6397, -2.4704)
O (3.3766, -3.2812, -4.5680)
C (1.4347, -0.9592, -1.1969)
O (2.5204, -1.4225, -0.8156)
O (0.7048, -0.2302, -0.4381)
H (-1.9875, -0.3358, -4.8894)
H (-1.8882, -2.0076, -5.4736)
H (-0.9265, -0.7378, -6.2543)
H (1.2014, -2.4316, -5.5070)
H (3.2515, -2.0993, -1.7509)
C (-2.2820, -0.0418, -0.8751)
H (-3.2264, 0.0311, -0.3310)
H (-2.0730, -1.1045, -1.0511)
H (-2.3926, 0.4527, -1.8404)


No. 2
C5H12O2 | the ωB97M-V functional and the def2-TZVPD basis

Output
highest occupied orbital energy = -7.970 eV
Kohn-Sham gap = 8.801 eV
ΔE to the lowest compared entry with this formula, charge and spin = 85.7 kcal per mole

Atoms and positions in Å:
C (-1.4180, -1.8733, -0.9598)
C (-0.1262, -1.1783, -0.5481)
C (-0.2497, 0.3078, -0.4169)
O (-1.5603, 0.3852, 1.0271)
C (0.6622, 1.1237, 0.3023)
C (2.0003, 0.5987, 0.7748)
O (0.7161, 2.4507, -0.1977)
H (-2.1834, -1.6956, -0.1994)
H (-1.7874, -1.4928, -1.9194)
H (-1.2644, -2.9516, -1.0660)
H (0.2416, -1.5948, 0.3954)
H (0.6630, -1.3550, -1.2964)
H (-0.8603, 0.8130, -1.1640)
H (-2.2265, 1.0654, 0.8334)
H (-0.4331, 0.9435, 1.1561)
H (2.7428, 0.5991, -0.0346)
H (2.3927, 1.2290, 1.5809)
H (1.9210, -0.4183, 1.1714)
H (0.7695, 3.0435, 0.5610)


No. 3
C26H24As2ClMoO6 | the ωB97M-V functional and the def2-TZVPD basis

Output
⟨S²⟩ = 2.363
highest occupied orbital energy (alpha / beta) = -17.154 / -17.139 eV
2S+1 = 3
net charge = +3
Kohn-Sham gap (alpha / beta) = 6.303 / 3.666 eV
ΔE to the lowest compared entry with this formula, charge and spin = 0.0 kcal per mole

Atoms and positions in Å:
Mo (0.3052, 0.5783, 0.8273)
C (2.0022, -1.6561, 3.2006)
C (3.0777, -0.8603, 2.4651)
As (2.5483, -0.6948, 0.5880)
C (3.9874, 0.2819, -0.3086)
C (4.5571, 1.4109, 0.2900)
C (5.5899, 2.0489, -0.3524)
C (6.0564, 1.5638, -1.6243)
C (5.4785, 0.4378, -2.2265)
C (4.4531, -0.1984, -1.5832)
C (2.5184, -2.4369, -0.1935)
C (3.4453, -3.3878, 0.2355)
C (3.4399, -4.6435, -0.3509)
C (2.5238, -4.9396, -1.3548)
C (1.6086, -3.9853, -1.7818)
C (1.5997, -2.7259, -1.2011)
As (0.1937, -0.9541, 2.8990)
C (-0.3218, 0.1365, 4.3830)
C (0.6072, 1.0076, 4.9539)
C (0.2300, 1.7764, 6.0405)
C (-1.0675, 1.6858, 6.5361)
C (-1.9885, 0.8231, 5.9570)
C (-1.6234, 0.0415, 4.8714)
C (-1.0382, -2.3958, 2.6691)
C (-2.2548, -2.1446, 2.0355)
C (-3.1851, -3.1647, 1.9253)
C (-2.8987, -4.4216, 2.4448)
C (-1.6855, -4.6643, 3.0766)
C (-0.7443, -3.6528, 3.1913)
H (2.1843, -1.6402, 4.2761)
H (1.9916, -2.6957, 2.8709)
H (4.0486, -1.3529, 2.5314)
H (3.1827, 0.1516, 2.8595)
H (4.2034, 1.7771, 1.2453)
H (6.0672, 2.9179, 0.0832)
H (6.8662, 2.0887, -2.1184)
H (5.8422, 0.0870, -3.1828)
H (3.9874, -1.0743, -2.0204)
H (4.1678, -3.1650, 1.0128)
H (4.1530, -5.3897, -0.0278)
H (2.5265, -5.9213, -1.8093)
H (0.9019, -4.2201, -2.5660)
H (0.8900, -1.9850, -1.5485)
H (1.6219, 1.0776, 4.5775)
H (0.9446, 2.4403, 6.5075)
H (-1.3575, 2.2885, 7.3864)
H (-2.9908, 0.7492, 6.3560)
H (-2.3362, -0.6485, 4.4378)
H (-2.4943, -1.1616, 1.6424)
H (-4.1333, -2.9787, 1.4397)
H (-3.6288, -5.2152, 2.3612)
H (-1.4748, -5.6407, 3.4910)
H (0.1868, -3.8515, 3.7074)
O (-0.7455, -0.4258, -0.2056)
O (-1.4737, -1.0960, -0.9256)
O (0.8663, 2.6251, -0.1622)
Cl (0.5874, 3.0354, 1.2190)
O (0.8060, 4.3540, 1.5429)
O (-0.7544, 2.4961, 1.4873)
O (1.4465, 2.0381, 1.9743)


No. 4
C4H9NO2PS | the ωB97M-V functional and the def2-TZVPD basis

Output
highest occupied orbital energy = -14.331 eV
net charge = +1
Kohn-Sham gap = 10.461 eV
ΔE to the lowest compared entry with this formula, charge and spin = 54.4 kcal per mole

Atoms and positions in Å:
C (-0.3096, 1.8362, 0.2907)
C (0.3424, 1.1479, -0.9992)
C (1.0237, -1.2786, 0.0835)
C (1.7278, -2.5349, 0.2942)
N (-1.7742, 1.5556, 0.4662)
O (-2.5438, -0.9742, -0.9685)
O (-0.2192, -1.2741, 0.2722)
P (-2.1518, -0.6694, 0.3217)
S (1.7144, 0.1032, -0.5241)
H (0.2842, 1.2901, 1.1137)
H (-0.1998, 2.9308, 0.2674)
H (-0.2925, 0.5448, -1.6594)
H (0.8304, 1.9823, -1.4931)
H (1.5669, -2.8487, 1.3218)
H (2.8072, -2.3219, 0.1982)
H (1.3542, -3.2605, -0.3463)
H (-1.7755, 1.6754, 1.4643)
H (-2.3848, 2.0959, -0.1033)


Number 1: total energy -91708.5392 eV. Number 2: total energy -9471.4211 eV. Number 3: total energy -175649.2566 eV. Number 4: total energy -29995.7922 eV.